(1)
The following is a quantum chemistry calculation of C5H13N3O as an isolated structure in a non-equilibrium geometry, from the OMol25 dataset.

```
22
Properties=species:S:1:pos:R:3:forces:R:3
C -1.431 -0.255 -0.860 0.57 2.60 -0.47
C -0.452 1.237 -0.940 -0.74 -3.62 -0.76
C -0.937 2.160 0.061 -0.62 0.02 3.34
O -0.919 -1.489 -1.338 0.12 0.31 -0.08
H -1.050 -1.526 -2.292 0.08 0.02 0.20
H -1.841 -0.390 0.141 0.27 0.06 -0.07
H -2.258 0.078 -1.494 -0.15 -0.23 0.09
H 0.600 0.981 -0.852 0.03 -0.05 0.12
H -0.644 1.523 -1.973 0.06 0.24 -0.09
H -1.924 2.572 -0.132 -0.13 -0.03 0.11
H -0.278 2.937 0.423 0.31 0.30 -0.50
H -0.851 1.448 1.467 -0.37 0.69 -2.83
C 1.460 -1.000 0.690 1.10 0.04 -0.25
N 1.475 -2.283 0.189 -0.14 -0.05 0.08
C 0.242 -0.624 1.418 -0.21 1.58 0.61
N 2.395 -0.127 0.620 -0.21 -0.13 -0.02
N 0.078 0.574 1.891 -0.01 -1.87 1.35
H 0.568 -2.663 -0.051 0.12 0.14 -0.03
H 2.174 -2.476 -0.513 0.01 0.03 0.08
H 3.185 -0.417 0.049 -0.03 -0.16 0.08
H 0.944 1.103 1.950 0.15 0.08 -0.81
H -0.538 -1.362 1.547 -0.20 0.02 -0.17
```
Forces are in eV/Å.

Kohn-Sham gap (spin up / spin down) = 0.283 / 0.283 Ha
HOMO (spin up / spin down) = -7.6 / -7.6 eV
2S+1 = 1
energy = -437.6773 hartree

=====

(2)
The following is a quantum chemistry calculation of C8H22AgN6O14 as an isolated structure in a non-equilibrium geometry, from the OMol25 dataset.

```
51
Properties=species:S:1:pos:R:3:forces:R:3
Ag -15.111 -2.347 7.764 -0.78 -0.62 1.53
N -18.236 -3.310 9.168 -0.01 1.75 1.49
O -19.339 -2.888 8.900 -2.71 1.07 -3.17
O -17.275 -3.274 8.399 0.95 -0.15 -2.68
O -18.088 -3.599 10.307 1.72 -2.40 3.89
N -17.154 -3.112 4.916 -3.42 -2.38 0.09
O -16.255 -2.851 5.692 2.41 1.20 0.97
O -16.996 -3.160 3.708 1.40 0.74 -2.14
O -18.261 -3.483 5.349 -0.30 0.54 0.56
N -15.204 -1.798 11.195 -2.75 -1.58 3.57
O -15.846 -2.560 11.927 0.01 -0.95 0.45
O -14.353 -1.110 11.690 3.77 2.31 0.89
O -15.570 -1.636 10.069 -0.78 0.90 -4.66
N -13.343 -4.793 9.443 -1.76 -0.01 0.35
O -12.283 -4.865 8.901 4.01 0.23 -2.05
O -13.554 -5.330 10.495 -0.34 -1.03 2.17
O -14.287 -4.209 8.884 -2.13 1.12 -0.94
C -11.316 -0.096 7.208 -0.02 -0.37 0.77
C -12.516 -1.036 7.081 -0.04 0.44 -0.76
C -12.242 -2.294 6.291 0.33 0.17 1.03
O -13.465 -2.909 6.068 -0.46 -0.43 -2.50
C -13.468 -4.006 5.145 0.27 -0.88 0.56
N -13.071 -1.482 8.329 1.04 0.79 0.47
H -10.547 -0.500 7.866 0.17 -0.42 -0.09
H -11.655 0.777 7.766 0.03 0.40 -0.41
H -10.848 0.147 6.255 -0.20 0.23 -0.01
H -13.315 -0.465 6.607 0.04 0.00 -0.56
H -11.764 -3.022 6.946 1.16 0.15 0.03
H -11.605 -1.955 5.475 -0.26 -0.74 -0.88
H -14.429 -4.515 5.220 -0.09 0.59 -0.25
H -12.742 -4.783 5.385 0.38 0.02 0.92
H -13.165 -3.812 4.116 -0.58 1.01 -0.18
H -12.318 -2.055 8.682 -0.35 -0.94 0.76
H -13.069 -0.691 8.957 -0.82 0.08 0.62
C -17.767 0.631 8.201 -0.23 -0.17 0.64
C -17.349 -0.015 6.900 0.17 0.74 -0.11
C -17.505 0.974 5.727 -1.11 -1.45 0.56
O -17.110 0.324 4.500 -0.44 2.04 -0.40
C -17.458 1.172 3.330 0.57 -0.95 1.90
N -15.904 -0.327 7.005 -0.25 -0.15 -0.62
H -18.821 0.911 8.209 0.00 0.19 -0.18
H -17.138 1.481 8.465 -0.02 0.39 -0.21
H -17.651 -0.046 9.048 0.10 -0.38 -0.18
H -18.029 -0.848 6.719 0.70 -0.61 -0.08
H -17.044 1.926 5.989 0.79 0.20 -0.51
H -18.572 1.177 5.814 -0.46 0.18 -0.91
H -17.032 2.161 3.496 -0.10 0.23 -0.05
H -18.546 1.217 3.289 0.00 0.08 -0.33
H -17.003 0.756 2.431 -0.21 -0.30 0.23
H -15.580 -0.314 6.049 0.10 -0.97 -0.64
H -15.536 0.573 7.279 0.51 0.11 1.05
```
Forces are in eV/Å.

Kohn-Sham gap (spin up / spin down) = 0.222 / 0.147 Ha
HOMO (spin up / spin down) = -1.9 / -1.5 eV
charge = -2
2S+1 = 2
energy = -1846.2876 hartree

=====

(3)
The following is a quantum chemistry calculation of a 2-piece molecular cluster, C4H8N2O overall in a non-equilibrium geometry, from the OMol25 dataset.

```
15
Properties=species:S:1:pos:R:3:forces:R:3
N -1.487 -0.889 0.631 0.61 -0.08 -0.15
C -0.683 0.018 -0.109 0.77 0.04 -0.54
C -0.044 -0.453 -1.377 -0.37 -0.27 -0.97
C 1.245 -0.098 -0.810 -0.65 0.08 0.20
O 1.217 0.222 1.853 0.30 0.11 1.02
C -1.053 1.415 -0.079 0.28 0.84 0.05
N -1.253 2.562 -0.069 0.14 -1.37 0.00
H -1.698 -1.730 0.101 0.09 0.22 0.14
H -1.161 -1.147 1.553 -0.02 0.18 0.04
H 0.391 0.405 1.402 0.10 -0.22 -0.26
H -0.364 0.095 -2.242 -0.19 -0.01 -0.68
H -0.194 -1.527 -1.457 0.00 0.01 -0.35
H 1.656 0.901 -0.992 -0.51 -0.27 0.34
H 2.026 -0.859 -0.623 -1.01 0.43 0.66
H 1.401 1.086 2.218 0.48 0.31 0.51
```
Forces are in eV/Å.

Kohn-Sham gap = 0.306 Ha
HOMO = -8.4 eV
2S+1 = 1
energy = -341.8395 hartree